Computed, not measured: a molecular structure, C10H11Cl16NO at a distorted geometry, with wB97M-V/def2-TZVPD.

Values from the calculation:
Lowest unoccupied orbital energy in eV: 0.044
ΔE to the lowest compared entry with this formula, charge and spin in kcal/mol: 23.4

XYZ file:
```
39
Properties=species:S:1:pos:R:3:lowdin_charge:R:1
N -3.87322 -0.59162 -3.83816 0.000
C -2.83387 -1.43361 -3.40746 -0.106
C -2.46701 -1.04995 -2.12901 -0.191
C -3.31865 -0.04327 -1.80342 -0.155
C -4.17114 0.29996 -2.84367 -0.107
H -4.36899 -0.68646 -4.71298 0.142
H -2.54456 -2.18545 -4.12679 0.104
H -1.75179 -1.53283 -1.47963 -0.007
H -3.35460 0.54585 -0.89897 0.097
H -5.01990 0.95788 -2.95833 0.108
C 0.41806 2.70660 5.34387 -2.003
Cl 1.63844 2.52041 6.58854 0.525
Cl 1.24438 2.91046 3.76977 0.539
Cl -0.68540 1.24137 5.34130 0.480
Cl -0.52443 4.13166 5.72937 0.532
C -2.21206 -3.75296 0.76585 -1.931
Cl -1.55155 -4.96642 1.90727 0.494
Cl -3.97954 -3.87546 0.95862 0.505
Cl -1.59144 -2.13135 1.15252 0.577
Cl -1.83327 -4.31024 -0.95133 0.486
C 5.84724 0.74973 1.56217 -2.118
Cl 4.26454 0.92321 0.92998 0.523
Cl 5.58811 0.02187 3.24711 0.470
Cl 6.80143 -0.19558 0.51844 0.593
Cl 6.47117 2.33358 1.67143 0.576
C 2.46340 -0.82013 -2.82227 -2.044
Cl 0.91089 -1.12321 -2.00884 0.557
Cl 2.60902 -1.87620 -4.20517 0.548
Cl 2.25415 0.81640 -3.52472 0.498
Cl 3.77515 -0.89369 -1.69922 0.555
C 0.59477 0.78339 1.21099 -0.119
C 0.17668 1.79898 0.12182 -0.302
O -1.07320 1.55429 -0.50262 -0.092
H 0.07234 1.02375 2.13695 0.024
H 1.67300 0.68371 1.33583 0.009
H 0.34473 -0.24955 0.96888 0.006
H 0.95408 1.93339 -0.63030 0.090
H 0.06969 2.79150 0.55949 0.103
H -1.01654 0.98998 -1.27719 0.034
```